Record 1
A structure of composition C43H36BiClO2P2, computed with ωB97M-V/def2-TZVPD.

Geometry (Å):
C (-1.21250, -3.12270, -0.18762)
C (-1.39954, -2.11273, -1.14962)
C (-1.10023, -2.38926, -2.49617)
C (-0.69319, -3.66144, -2.87805)
C (-0.56889, -4.67602, -1.92805)
C (-0.79053, -4.39122, -0.57893)
P (-1.86193, -0.41260, -0.65196)
C (-2.65997, 0.33004, -2.13563)
C (-1.98476, 1.29547, -2.90225)
C (-2.56172, 1.82903, -4.05341)
C (-3.82114, 1.39353, -4.47180)
C (-4.50918, 0.44080, -3.70425)
C (-3.94480, -0.07924, -2.53346)
Bi (0.14620, 1.30934, -0.40793)
P (1.81155, -0.55182, 0.43309)
C (2.27642, -1.48522, -1.07167)
C (2.53779, -2.86525, -1.05013)
C (2.88013, -3.51957, -2.23397)
C (2.90195, -2.83672, -3.45201)
C (2.55117, -1.48447, -3.48949)
C (2.25893, -0.81044, -2.30545)
C (3.25490, 0.48440, 0.86929)
C (3.08758, 1.42275, 1.90523)
C (4.03657, 2.42768, 2.10109)
C (5.20496, 2.45014, 1.32857)
C (5.39067, 1.48949, 0.32981)
C (4.42400, 0.50628, 0.08971)
C (1.63313, -1.67406, 1.84388)
C (0.45078, -1.67755, 2.60943)
C (0.35009, -2.50175, 3.72846)
C (1.42501, -3.30910, 4.11764)
C (2.60544, -3.29159, 3.36802)
C (2.71421, -2.48333, 2.23361)
C (-3.11217, -0.62079, 0.63939)
C (-3.94091, -1.75661, 0.71552)
C (-4.90567, -1.84740, 1.72475)
C (-5.04249, -0.83474, 2.67762)
C (-4.19856, 0.27984, 2.61890)
C (-3.25703, 0.40387, 1.59737)
H (2.17484, 1.39126, 2.51113)
H (3.85992, 3.17364, 2.87589)
H (5.96679, 3.20737, 1.52542)
H (6.30005, 1.50829, -0.27194)
H (4.56309, -0.23543, -0.70180)
H (2.48595, -3.42341, -0.11628)
H (3.11634, -4.58318, -2.21526)
H (3.16082, -3.35201, -4.38109)
H (2.51349, -0.94658, -4.43730)
H (1.98557, 0.25347, -2.33690)
H (-0.37564, -1.02609, 2.30582)
H (-0.57485, -2.50834, 4.30421)
H (1.33784, -3.92905, 5.01131)
H (3.44644, -3.91123, 3.67265)
H (3.64267, -2.48597, 1.65863)
H (-3.84461, -2.57512, -0.00392)
H (-5.56681, -2.71347, 1.76220)
H (-5.80582, -0.89328, 3.45376)
H (-4.28401, 1.07422, 3.35905)
H (-2.61670, 1.29057, 1.50568)
H (-0.98350, 1.66041, -2.59876)
H (-2.01331, 2.58237, -4.62518)
H (-4.25206, 1.80633, -5.38859)
H (-5.49503, 0.11220, -4.03075)
H (-4.50500, -0.80985, -1.93546)
H (-1.22573, -1.61040, -3.24789)
H (-0.47125, -3.86555, -3.92809)
H (-0.25861, -5.67585, -2.22733)
H (-0.65223, -5.17722, 0.16674)
H (-1.42677, -2.92319, 0.86166)
H (0.38408, -7.49149, -1.42849)
H (0.13762, -7.49557, -0.71610)
Cl (0.61707, 9.72448, 2.04751)
C (0.29834, 8.07765, 1.69978)
C (-0.98469, 7.70323, 1.28733)
C (-1.23835, 6.35849, 1.02173)
C (-0.23872, 5.39772, 1.17071)
C (1.06282, 5.78430, 1.52259)
C (1.33380, 7.12934, 1.80167)
C (-0.64054, 3.97807, 0.84305)
O (-1.71860, 3.77483, 0.24844)
O (0.20830, 3.02228, 1.17549)
H (-1.77092, 8.44619, 1.17571)
H (-2.21721, 6.03088, 0.69291)
H (1.85201, 5.02597, 1.59023)
H (2.33685, 7.45164, 2.09030)

Values from the calculation:
DFT total energy ... -86195.4457 eV
Relative energy (zero: lowest compared OMol25 entry of this formula, charge and spin) ... 0.0 kJ/mol
Highest occupied orbital energy ... -12.891 eV
Charge ... +2



Record 2
A structure of composition C43H36GdNO3P2S, computed with ωB97M-V/def2-TZVPD.

Geometry (Å):
C (-0.27811, 4.62493, -0.31015)
C (0.82941, 3.80222, -0.61509)
C (1.58965, 4.07932, -1.76463)
C (1.25288, 5.16545, -2.56645)
C (0.15757, 5.98887, -2.24403)
C (-0.62556, 5.71060, -1.11670)
P (1.24729, 2.47442, 0.56233)
C (3.05605, 2.16680, 0.35462)
C (3.55996, 1.27238, -0.61868)
C (4.93226, 1.03081, -0.68644)
C (5.80662, 1.65871, 0.20722)
C (5.30311, 2.50028, 1.20474)
C (3.93177, 2.75507, 1.28118)
Gd (0.49372, -0.04433, -0.42840)
P (-1.95166, 0.51055, -1.72531)
C (-1.40725, 1.36908, -3.25487)
C (-2.07449, 2.45809, -3.82961)
C (-1.41489, 3.24061, -4.78004)
C (-0.14482, 2.89447, -5.24174)
C (0.48407, 1.74597, -4.76048)
C (-0.13411, 0.99479, -3.75845)
C (-2.58660, -1.11089, -2.18553)
C (-3.07839, -1.92855, -1.15251)
C (-3.39514, -3.25062, -1.42696)
C (-3.29891, -3.74212, -2.73321)
C (-2.80405, -2.92355, -3.75212)
C (-2.44824, -1.60342, -3.48616)
C (-3.36093, 1.27361, -0.86949)
C (-3.16130, 1.81880, 0.42748)
C (-4.15621, 2.60985, 1.00300)
C (-5.35829, 2.83267, 0.32201)
C (-5.55436, 2.29805, -0.95468)
C (-4.56294, 1.50928, -1.55529)
C (0.91482, 3.01102, 2.27851)
C (0.89278, 4.36069, 2.66843)
C (0.49309, 4.70894, 3.96604)
C (0.13377, 3.71557, 4.88335)
C (0.22040, 2.36589, 4.52553)
C (0.63054, 2.01491, 3.24266)
H (-3.19105, -1.52586, -0.13959)
H (-3.73392, -3.89852, -0.62198)
H (-3.59657, -4.76960, -2.94491)
H (-2.69538, -3.30889, -4.76067)
H (-2.04962, -0.95430, -4.27029)
H (-3.06578, 2.72023, -3.47540)
H (-1.87689, 4.15298, -5.16357)
H (0.37036, 3.50440, -5.98324)
H (1.46703, 1.45690, -5.13570)
H (0.40271, 0.12579, -3.36263)
H (-2.18222, 1.72171, 0.91996)
H (-3.99586, 3.06381, 1.98247)
H (-6.14407, 3.43356, 0.79181)
H (-6.47958, 2.49711, -1.49547)
H (-4.71805, 1.08034, -2.55275)
H (1.18122, 5.14383, 1.95889)
H (0.45998, 5.76056, 4.25264)
H (-0.20380, 3.99425, 5.88358)
H (-0.03690, 1.59510, 5.25362)
H (0.71935, 0.95841, 2.97350)
H (2.91345, 0.75556, -1.34380)
H (5.32963, 0.34013, -1.43267)
H (6.87856, 1.48969, 0.13521)
H (5.96739, 2.95636, 1.94109)
H (3.51728, 3.38233, 2.07223)
H (2.48971, 3.49080, -1.96511)
H (1.87401, 5.40675, -3.43157)
H (-0.04408, 6.86333, -2.86644)
H (-1.49266, 6.31217, -0.82432)
H (-0.94191, 4.36478, 0.52030)
H (-1.41211, 2.95937, -1.33885)
H (-2.04816, 3.17972, -0.99563)
O (2.03982, -0.87204, 1.08275)
C (1.38985, -1.98991, 1.19137)
N (0.29432, -2.11959, 0.39561)
S (-0.50983, -3.61345, 0.55125)
O (-1.78255, -3.36544, 1.18461)
O (-0.43220, -4.23501, -0.74499)
C (0.69167, -4.13746, 1.73432)
C (0.66449, -5.35535, 2.41207)
C (1.66917, -5.60547, 3.36360)
C (2.64843, -4.63883, 3.61525)
C (2.61519, -3.40287, 2.97944)
C (1.62155, -3.14878, 2.02244)
H (-0.10220, -6.10124, 2.20302)
H (1.68063, -6.54801, 3.91420)
H (3.45588, -4.87194, 4.30723)
H (3.33179, -2.60711, 3.14994)

Values from the calculation:
DFT total energy ... -103040.2141 eV
Spin multiplicity ... 8
Relative energy (zero: lowest compared OMol25 entry of this formula, charge and spin) ... 0.0 kJ/mol
Highest occupied orbital energy (alpha / beta) ... -13.441 / -13.649 eV
Charge ... +2